1.
{"formula": "C4H8F10Li2N5O22S11", "method": "ωB97M-V with the def2-TZVPD basis set", "multiplicity": 2, "total_charge": -2, "homo_energy_ha": [-0.2137, -0.2137], "e_above_lowest_kj_mol": 100.4, "s2": 0.762, "elements": ["Li", "Li", "N", "S", "O", "O", "F", "S", "O", "O", "F", "N", "S", "O", "O", "F", "S", "O", "O", "F", "N", "S", "O", "O", "F", "S", "O", "O", "F", "N", "S", "O", "O", "F", "S", "O", "O", "F", "N", "S", "O", "O", "F", "S", "O", "O", "F", "C", "C", "C", "S", "O", "O", "C", "H", "H", "H", "H", "H", "H", "H", "H"], "positions_angstrom": [[-0.582, 0.761, -0.316], [0.359, 1.237, -3.086], [0.357, -0.464, -4.119], [0.671, -1.826, -3.007], [1.982, -2.107, -2.344], [-0.131, -3.008, -3.316], [-0.087, -1.233, -1.744], [1.599, -0.822, -4.912], [1.586, -2.121, -5.634], [2.847, -0.271, -4.318], [1.274, 0.149, -6.181], [-2.206, -3.412, 1.559], [-2.835, -1.963, 1.027], [-4.206, -1.917, 0.504], [-1.966, -0.880, 0.633], [-3.009, -1.503, 2.483], [-1.947, -3.804, 0.096], [-0.594, -3.543, -0.374], [-2.949, -3.811, -0.962], [-1.920, -5.344, 0.479], [-2.926, 0.268, -4.112], [-3.168, 0.442, -2.375], [-4.555, 0.657, -1.948], [-2.029, 0.832, -1.554], [-3.000, -1.147, -2.259], [-2.667, 1.749, -4.214], [-1.303, 2.177, -3.724], [-3.808, 2.694, -4.194], [-2.382, 1.837, -5.808], [-2.279, 2.547, 3.717], [-1.771, 1.148, 4.485], [-1.257, 1.164, 5.875], [-1.393, -0.049, 3.702], [-3.250, 0.744, 4.962], [-1.115, 2.659, 2.739], [-1.116, 1.826, 1.474], [0.181, 2.903, 3.380], [-1.524, 4.101, 2.151], [0.793, 1.762, -1.319], [2.329, 1.919, -0.971], [2.793, 2.093, 0.406], [3.155, 2.523, -1.999], [2.620, 0.344, -1.265], [0.611, 3.420, -0.841], [0.866, 4.446, -1.823], [0.601, 3.744, 0.525], [-1.009, 3.310, -1.145], [3.128, -0.753, 3.816], [3.909, -1.122, 2.566], [2.793, -1.790, 1.662], [1.174, -1.074, 2.003], [0.265, -1.994, 2.615], [0.782, -0.285, 0.872], [1.868, 0.079, 3.277], [3.755, -0.201, 4.516], [2.672, -1.540, 4.418], [4.753, -1.786, 2.756], [4.230, -0.230, 2.029], [2.764, -2.845, 1.934], [2.952, -1.883, 0.588], [1.080, 0.321, 3.990], [2.232, 0.875, 2.627]], "atomic_forces_ev_per_a": [[-0.36, -0.43, 1.23], [-0.76, 0.36, -0.89], [-1.13, -2.76, 4.15], [-0.74, -3.75, 4.00], [-2.76, 1.25, -2.80], [1.22, 2.33, -0.33], [-0.38, 0.97, -0.48], [6.01, 0.67, -6.33], [0.37, 2.30, 2.43], [-2.69, -1.47, -1.74], [0.29, 0.00, 0.89], [-0.79, 2.29, -0.91], [-4.48, 8.55, 3.49], [2.87, -1.56, 0.75], [0.30, -2.60, -1.37], [-1.02, -0.41, 1.22], [2.44, -7.78, -6.22], [-1.31, 0.51, 1.28], [1.33, 0.94, 2.17], [0.36, -0.28, -0.39], [-1.02, -0.59, 4.08], [-1.77, -5.35, 1.80], [3.17, 0.43, -1.02], [-1.79, 0.53, -1.35], [-0.40, 0.25, 0.29], [2.60, 7.43, -5.41], [-2.96, -0.48, -0.58], [2.37, -1.79, 1.45], [0.08, -0.64, 0.39], [0.11, -3.14, 2.09], [-2.48, -4.18, 4.29], [0.78, 1.49, -2.97], [0.08, 3.50, 0.85], [-0.71, 0.17, -0.91], [4.14, 2.15, -6.42], [-0.35, 1.77, 3.71], [-1.72, -0.97, -0.84], [0.00, -0.71, 0.44], [1.19, 4.12, 2.00], [7.21, -5.31, -0.14], [-1.49, -0.01, -1.98], [-1.53, 0.24, 1.00], [-0.07, 0.79, 0.46], [-8.21, 3.33, -2.84], [1.64, -1.42, 0.63], [1.46, -0.34, 0.69], [1.01, -0.30, 0.60], [-1.41, 1.57, 0.16], [-1.94, -0.48, -1.00], [1.01, -1.62, -0.06], [1.80, 1.85, 1.69], [-0.14, -0.94, -0.26], [-0.44, -0.08, -0.78], [1.04, -1.59, -0.53], [-0.18, 0.41, -0.06], [0.41, -0.67, -0.35], [-0.12, -0.06, -0.19], [0.25, 0.13, 0.32], [-0.41, -0.09, 0.42], [0.08, 0.84, -0.11], [0.29, 0.17, -0.14], [-0.31, 0.50, 0.41]], "mulliken_charge": [1.83, 1.07, -0.15, 0.95, -0.56, -0.60, 0.09, 0.84, -0.62, -0.53, -0.32, -0.16, 0.94, -0.53, -0.08, -0.29, 1.02, -0.28, -0.45, -0.33, -0.29, 0.85, -0.56, -0.41, -0.25, 0.97, -0.71, -0.64, -0.35, -0.56, 0.97, -0.64, -0.34, -0.33, 1.02, -0.37, -0.62, -0.34, -0.21, 0.91, -0.62, -0.64, -0.30, 0.88, -0.66, -0.47, -0.27, -0.82, -0.47, -0.90, 0.96, -0.75, 0.00, -0.45, 0.40, 0.32, 0.35, 0.25, 0.39, 0.39, 0.25, 0.23]}

---

2.
{"formula": "C9H18N3P", "method": "ωB97M-V with the def2-TZVPD basis set", "smiles": "C[C@@H]1CN1P(N1C[C@H]1C)N1C[C@H]1C", "total_charge": 0, "homo_energy_ha": -0.2839, "e_above_lowest_kj_mol": 288.7, "elements": ["C", "C", "C", "N", "P", "N", "C", "C", "C", "N", "C", "C", "C", "H", "H", "H", "H", "H", "H", "H", "H", "H", "H", "H", "H", "H", "H", "H", "H", "H", "H"], "positions_angstrom": [[-2.838, -2.194, -0.129], [-2.151, -0.889, -0.491], [-2.417, -0.425, -1.899], [-1.062, -0.833, -1.473], [0.555, -0.354, -1.418], [1.123, -0.980, -0.011], [1.080, -2.413, 0.416], [0.645, -1.347, 1.263], [1.481, -0.984, 2.387], [0.388, 1.614, -0.537], [0.405, 2.774, -1.493], [1.598, 2.408, -0.745], [2.033, 3.216, 0.603], [-3.971, -2.051, 0.153], [-2.528, -2.750, 0.719], [-2.965, -2.878, -0.951], [-2.250, -0.028, 0.134], [-2.835, -1.167, -2.515], [-2.716, 0.586, -2.010], [2.058, -2.893, 0.424], [0.313, -2.943, -0.069], [-0.453, -1.303, 1.483], [1.233, -0.021, 2.982], [2.524, -0.867, 2.102], [1.555, -1.779, 3.243], [-0.222, 3.479, -1.099], [0.492, 2.560, -2.641], [2.476, 2.084, -1.177], [3.080, 3.257, 0.761], [1.657, 2.840, 1.502], [1.711, 4.281, 0.484]], "atomic_forces_ev_per_a": [[-2.76, 0.61, 0.49], [-0.83, -0.21, -1.55], [1.72, -0.83, 1.20], [-1.11, -0.23, 0.76], [-1.00, 3.57, 0.29], [0.80, -0.70, -0.07], [1.23, -0.06, -1.94], [-2.50, 0.62, 1.63], [1.59, 0.89, 4.65], [0.78, -2.76, -2.08], [1.40, -3.03, -2.47], [-0.71, 1.77, 4.73], [-0.91, 1.20, -3.07], [1.93, 0.50, -0.52], [1.07, -0.37, 0.80], [0.61, -0.19, -0.60], [0.32, 0.09, 1.00], [-0.73, -0.47, -0.97], [0.20, 0.90, -0.39], [-0.23, 0.10, 0.52], [-0.82, -0.95, -0.52], [0.91, 0.01, -0.42], [0.01, -1.38, -1.36], [0.08, 0.06, -0.36], [-0.58, 1.03, -1.63], [-1.39, 2.19, 0.21], [-0.63, 0.59, 2.15], [1.37, -1.24, -1.52], [1.26, -0.11, -0.33], [-1.16, -0.86, 1.11], [0.10, -0.73, 0.25]], "mulliken_charge": [-1.51, 0.19, -0.48, -0.06, -0.24, 0.01, -0.60, 1.00, -1.58, -0.39, -0.29, -0.12, -1.33, 0.34, 0.33, 0.36, 0.43, 0.29, 0.29, 0.24, 0.31, 0.03, 0.28, 0.36, 0.30, 0.31, 0.18, 0.40, 0.37, 0.31, 0.30]}

---

3.
{"formula": "C4H9N3S", "method": "ωB97M-V with the def2-TZVPD basis set", "smiles": "NC(=S)NN1CCC1", "total_charge": 0, "homo_energy_ha": -0.2967, "e_above_lowest_kj_mol": 122.9, "elements": ["N", "C", "S", "N", "N", "C", "C", "C", "H", "H", "H", "H", "H", "H", "H", "H", "H"], "positions_angstrom": [[-1.262, 1.580, -0.002], [-1.350, 0.236, -0.008], [-2.792, -0.599, 0.022], [-0.172, -0.451, -0.062], [1.035, 0.213, -0.015], [1.988, -0.129, 1.069], [3.140, -0.097, 0.027], [2.049, -0.177, -1.021], [-2.113, 2.079, -0.058], [-0.356, 1.987, -0.133], [-0.215, -1.469, -0.076], [2.002, 0.600, 1.874], [1.817, -1.171, 1.461], [3.633, 0.887, -0.064], [3.874, -0.916, 0.055], [1.833, -1.230, -1.309], [2.028, 0.419, -1.944]], "atomic_forces_ev_per_a": [[0.60, -1.04, 0.10], [-0.09, -0.36, -0.14], [-0.03, 0.05, 0.02], [-0.21, 0.37, 0.12], [0.54, 0.19, -0.06], [0.10, -0.82, 0.14], [0.36, 0.68, 0.07], [-1.33, -1.26, -1.01], [-0.52, 0.48, -0.05], [0.13, 0.29, 0.01], [-0.04, 0.31, 0.07], [0.03, -0.12, 0.18], [0.12, 0.94, -0.26], [-0.01, -0.53, 0.45], [-0.31, 0.44, -0.01], [0.31, 0.38, -0.02], [0.34, 0.00, 0.38]], "mulliken_charge": [-0.31, 0.16, -0.43, -0.18, 0.05, -0.55, -0.49, -0.59, 0.20, 0.25, 0.24, 0.29, 0.26, 0.24, 0.29, 0.27, 0.30]}

---

4.
{"formula": "C4H7NO", "method": "ωB97M-V with the def2-TZVPD basis set", "smiles": "O=CNC1CC1", "total_charge": 0, "homo_energy_ha": -0.3586, "e_above_lowest_kj_mol": 259.4, "elements": ["O", "C", "N", "C", "C", "C", "H", "H", "H", "H", "H", "H", "H"], "positions_angstrom": [[-2.540, -0.160, 2.160], [-1.867, -0.420, 1.194], [-0.754, 0.313, 0.746], [-0.005, -0.243, -0.357], [1.474, 0.129, -0.185], [0.654, 0.617, -1.352], [-2.094, -1.308, 0.562], [0.142, 0.226, 1.247], [-0.238, -1.278, -0.594], [1.759, 0.933, 0.510], [2.216, -0.654, -0.271], [0.868, 0.171, -2.310], [0.401, 1.672, -1.339]], "atomic_forces_ev_per_a": [[0.57, -0.02, -0.39], [0.05, 0.00, 0.27], [0.64, -0.47, 0.24], [0.81, -0.50, -0.31], [0.19, -0.19, -0.44], [0.08, 0.16, -0.53], [-0.10, 0.31, -0.10], [-1.94, 1.05, 2.21], [0.15, 0.06, -0.21], [-0.40, -0.57, -0.05], [0.01, 0.14, -0.34], [-0.09, 0.15, -0.23], [0.02, -0.13, -0.12]], "mulliken_charge": [-0.48, 0.17, -0.32, -0.04, -0.85, -0.50, 0.23, 0.32, 0.35, 0.36, 0.27, 0.23, 0.26]}

---

5.
{"formula": "C17H26N3O2S", "method": "ωB97M-V with the def2-TZVPD basis set", "smiles": "CC(C)CNC(=S)N1CC[NH+](Cc2ccc3c(c2)OCO3)CC1", "total_charge": 1, "homo_energy_ha": -0.3950, "e_above_lowest_kj_mol": 1582.6, "elements": ["C", "C", "C", "C", "N", "C", "S", "N", "C", "C", "N", "C", "C", "C", "C", "C", "C", "C", "O", "C", "O", "C", "C", "H", "H", "H", "H", "H", "H", "H", "H", "H", "H", "H", "H", "H", "H", "H", "H", "H", "H", "H", "H", "H", "H", "H", "H", "H", "H"], "positions_angstrom": [[-4.528, -2.923, 0.685], [-4.627, -1.677, -0.100], [-5.798, -1.481, -0.958], [-3.275, -1.111, -0.575], [-2.333, -0.772, 0.450], [-1.624, 0.176, 0.606], [-0.501, -0.099, 1.939], [-1.553, 1.242, -0.152], [-1.452, 2.475, 0.240], [0.023, 2.881, 0.267], [0.874, 1.843, 0.268], [2.415, 2.287, 0.407], [3.209, 0.852, 0.496], [3.166, 0.383, 1.587], [3.824, -0.966, 1.848], [4.786, -1.264, 0.767], [4.840, -0.293, -0.487], [4.028, 0.700, -0.689], [5.712, -1.048, -1.330], [6.229, -2.144, -0.682], [5.650, -2.063, 0.592], [0.696, 1.180, -0.948], [-0.788, 1.121, -1.336], [-3.721, -3.019, 1.421], [-4.129, -3.529, -0.210], [-5.499, -3.256, 0.946], [-4.862, -0.720, 0.769], [-5.621, -2.189, -1.675], [-6.726, -1.652, -0.709], [-5.874, -0.354, -1.485], [-3.339, -0.195, -0.992], [-2.884, -1.942, -1.288], [-2.055, -1.815, 1.064], [-2.219, 3.111, -0.030], [-1.835, 2.516, 1.347], [0.135, 3.647, 1.088], [0.055, 3.475, -0.681], [0.688, 1.352, 0.942], [2.456, 2.739, 1.519], [2.522, 2.991, -0.154], [2.352, 0.609, 2.526], [3.831, -1.514, 2.625], [4.171, 1.392, -1.415], [6.118, -2.946, -1.502], [7.341, -1.929, -0.253], [1.132, 0.145, -1.017], [1.131, 1.738, -1.722], [-1.160, 1.836, -1.916], [-0.983, 0.209, -2.094]], "atomic_forces_ev_per_a": [[2.06, -1.48, -3.25], [-0.03, 7.17, 6.48], [4.01, 4.38, -3.66], [-0.33, -3.53, -0.91], [-4.84, -13.21, 0.21], [6.69, 2.65, 6.35], [-0.26, 0.68, 0.20], [-2.69, -4.31, -4.84], [0.50, 3.55, 8.33], [-4.27, 8.23, -0.50], [7.21, 6.12, -7.99], [-2.71, -9.40, 10.68], [-0.91, 11.63, -12.38], [-2.09, -9.77, 14.90], [3.22, 4.91, -9.51], [-8.63, 9.44, 0.91], [2.26, -6.68, 1.57], [-0.45, -1.26, 2.79], [-1.41, 3.23, -0.47], [3.79, 1.77, -0.16], [4.33, -8.75, 1.09], [-0.69, -3.60, -3.26], [0.90, -5.44, -1.18], [-0.68, 0.35, 0.21], [-0.72, -0.63, 1.43], [-0.59, -0.61, 0.72], [0.59, -2.39, -1.64], [0.02, -1.62, -3.09], [-4.69, -0.99, 2.72], [0.63, -3.05, 1.31], [-1.19, 2.63, -2.62], [0.16, 1.59, 0.84], [-0.82, 4.72, -1.81], [-0.87, 2.05, -2.23], [1.02, -0.49, -1.24], [0.43, -1.10, -0.68], [1.12, -0.30, 0.61], [-2.26, -7.70, 9.80], [-0.19, -0.95, -2.51], [1.76, 7.55, -7.32], [2.48, 0.03, -2.97], [-0.39, -3.53, 5.76], [-0.27, 1.94, -2.23], [-0.04, 0.09, 2.34], [-1.80, -1.00, -2.18], [-0.27, 1.14, 0.73], [1.17, 0.91, -1.00], [-0.61, 3.64, -2.63], [0.33, 1.37, 2.30]], "mulliken_charge": [-1.33, 1.21, -1.85, -1.30, 0.12, 0.28, -0.56, -0.11, -1.11, -0.66, 1.04, -1.82, 0.69, 0.88, -1.89, 0.73, 0.24, -0.97, -0.44, -0.11, -0.33, -0.56, -0.91, 0.26, 0.34, 0.39, 0.16, 0.49, 0.58, 0.22, 0.55, 0.25, 0.39, 0.64, 0.48, 0.42, 0.33, -0.74, 0.32, 0.91, 0.22, 0.66, 0.60, 0.26, 0.22, 0.39, 0.46, 0.70, 0.28]}

---

6.
{"formula": "CH3NO2", "method": "ωB97M-V with the def2-TZVPD basis set", "multiplicity": 3, "total_charge": -2, "homo_energy_ha": [0.0534, 0.0534], "s2": 2.005, "elements": ["C", "N", "O", "O", "H", "H", "H"], "positions_angstrom": [[-1.326, -2.138, -0.317], [-3.098, 0.627, 0.049], [-3.211, 1.029, 1.252], [-3.354, 1.483, -0.876], [-1.581, -2.109, -1.409], [14.740, 3.769, 1.062], [-2.170, -2.661, 0.240]], "atomic_forces_ev_per_a": [[-2.89, -1.50, -1.11], [-0.50, 1.64, 0.11], [0.08, -0.39, -1.81], [0.37, -1.29, 1.69], [1.23, 0.61, 0.85], [0.04, 0.01, 0.00], [1.67, 0.93, 0.26]], "mulliken_charge": [-0.48, 0.12, -0.54, -0.56, 0.24, -1.00, 0.22]}